{
  "formula": "C23H20O3",
  "method": "ωB97M-V/def2-TZVPD",
  "multiplicity": 1,
  "lumo_ev": -1.33,
  "species": ["C", "O", "C", "C", "C", "C", "C", "C", "C", "H", "H", "H", "H", "H", "H", "H", "H", "H", "C", "C", "C", "C", "C", "C", "C", "C", "C", "C", "C", "C", "C", "O", "O", "C", "C", "H", "H", "H", "H", "H", "H", "H", "H", "H", "H", "H"],
  "coordinates": [[0.08618, -2.97848, 2.07943], [0.16525, -2.23382, 0.85604], [1.14738, -1.41834, 0.60467], [1.73572, -1.46214, -0.70009], [3.05456, -0.99597, -0.89366], [3.60800, -1.00976, -2.16845], [2.87539, -1.54553, -3.23975], [1.57367, -2.03684, -3.04178], [0.98598, -1.97706, -1.78320], [-0.95795, -2.90290, 2.39216], [0.32710, -4.01551, 1.82033], [0.76339, -2.58066, 2.84696], [1.66844, -0.96131, 1.44798], [3.58571, -0.61077, -0.02279], [4.60160, -0.58195, -2.33890], [3.30484, -1.54059, -4.24152], [1.00214, -2.44867, -3.88031], [-0.03974, -2.30501, -1.59105], [-4.81687, -0.77142, 2.94758], [-4.46790, -0.45663, 1.63179], [-3.12875, -0.23041, 1.29722], [-2.13384, -0.17939, 2.29074], [-0.69148, 0.24380, 2.01265], [-0.36608, 0.67661, 0.67511], [0.86140, 1.36399, 0.34379], [0.88991, 2.16470, -0.95596], [-0.19902, 2.29758, -1.83810], [-0.18540, 3.26565, -2.85077], [0.96649, 4.02415, -3.08075], [2.10994, 3.80881, -2.29474], [2.06671, 2.88655, -1.25019], [1.91428, 1.29490, 1.01125], [0.14236, 0.10665, 2.92815], [-2.49630, -0.55415, 3.60703], [-3.82054, -0.85849, 3.93192], [-5.85858, -0.95015, 3.20062], [-5.21926, -0.38541, 0.84382], [-2.86024, -0.07237, 0.25131], [-1.18123, 0.71855, -0.04754], [-1.07636, 1.65748, -1.72491], [-1.08721, 3.41592, -3.44816], [0.97055, 4.79203, -3.85353], [3.03308, 4.36040, -2.48176], [2.94744, 2.73449, -0.62650], [-1.72802, -0.59111, 4.38214], [-4.07272, -1.15742, 4.95172]]
}


{
  "formula": "C23H21AsCl3N2O2PdS6",
  "method": "ωB97M-V/def2-TZVPD",
  "charge": -1,
  "s_squared": 2.012,
  "multiplicity": 3,
  "lumo_ev": [1.73, 1.72],
  "species": ["Pd", "S", "As", "S", "S", "S", "C", "S", "O", "C", "C", "C", "C", "C", "C", "H", "H", "H", "H", "H", "H", "H", "H", "Cl", "C", "C", "C", "C", "C", "C", "N", "C", "C", "N", "C", "O", "C", "C", "C", "Cl", "S", "C", "C", "C", "Cl", "C", "H", "H", "H", "H", "H", "H", "H", "H", "H", "H", "H", "H", "H"],
  "coordinates": [[-0.29523, 0.43604, -0.64800], [-0.65207, 4.89803, 1.46279], [-0.84721, 2.77695, 1.38965], [1.00120, 1.71161, 1.02216], [-2.22988, 1.85837, 0.01348], [-1.48451, 2.87319, 3.43480], [0.18667, -4.09306, 0.77894], [0.15831, -2.43032, 0.06360], [-0.35069, -2.65447, -1.32161], [-1.18567, -1.80193, 1.04814], [-2.49125, -1.97754, 0.61390], [-3.52395, -1.46256, 1.38224], [-3.24509, -0.79189, 2.56398], [-1.93582, -0.63384, 2.99264], [-0.89202, -1.13170, 2.22911], [-0.78771, -4.55321, 0.61832], [0.40530, -4.02549, 1.84526], [0.96603, -4.65751, 0.26822], [-2.67247, -2.46659, -0.33527], [-4.54657, -1.55380, 1.03917], [-4.04893, -0.35055, 3.13857], [-1.72010, -0.06420, 3.88653], [0.13555, -0.93603, 2.51103], [9.65169, -5.83938, -1.97363], [8.27774, -4.77506, -1.87812], [7.02404, -5.30088, -1.61491], [5.94358, -4.44045, -1.53394], [6.08660, -3.06841, -1.71455], [4.88696, -2.15590, -1.61294], [4.24082, -1.90891, -2.97735], [3.23078, -0.88610, -2.84184], [3.50206, 0.45515, -2.63931], [2.38024, 0.98929, -2.09204], [1.43176, -0.00023, -1.93778], [1.97287, -1.10356, -2.38875], [3.90666, -2.69688, -0.74852], [3.74071, -1.94451, 0.46191], [5.02597, -1.85752, 1.22189], [5.76764, -0.72768, 1.40180], [5.36914, 0.85587, 0.87556], [7.23588, -1.01585, 2.23742], [6.88008, -2.68860, 2.35625], [5.68721, -2.99130, 1.78476], [7.36200, -2.58632, -1.98535], [7.61953, -0.87861, -2.22692], [8.46722, -3.41886, -2.06585], [6.90168, -6.36473, -1.46972], [4.95967, -4.82619, -1.30158], [5.21890, -1.18412, -1.23875], [3.77319, -2.82315, -3.34576], [4.99536, -1.58826, -3.69734], [4.45486, 0.88433, -2.89867], [2.17852, 1.99722, -1.77241], [1.48962, -2.06715, -2.39061], [2.98867, -2.48925, 1.03189], [3.33404, -0.95407, 0.23608], [7.56939, -3.35409, 2.84946], [5.27637, -3.99031, 1.74518], [9.44858, -3.01533, -2.26559]]
}


{
  "formula": "C23H21Cl2F5GeIrN3O2S",
  "method": "ωB97M-V/def2-TZVPD",
  "charge": 1,
  "s_squared": 0.756,
  "multiplicity": 2,
  "lumo_ev": [-4.57, -5.30],
  "species": ["Ir", "N", "N", "C", "N", "S", "H", "H", "H", "H", "H", "F", "C", "F", "C", "F", "F", "F", "C", "C", "C", "C", "C", "C", "Ge", "C", "C", "C", "C", "C", "C", "C", "C", "C", "C", "C", "C", "H", "H", "H", "H", "H", "H", "H", "H", "H", "H", "H", "H", "H", "H", "H", "Cl", "C", "Cl", "C", "O", "O", "H"],
  "coordinates": [[0.22670, 0.12646, -0.08240], [0.34751, -0.39564, 2.40973], [-0.58024, -1.40818, 2.69302], [-1.24056, -2.01093, 1.71030], [-2.11662, -2.96030, 1.99704], [-0.96284, -1.71149, 0.00932], [1.29955, -0.73922, 2.50494], [0.18944, 0.40533, 3.01063], [-0.87268, -1.53875, 3.65290], [-2.25867, -3.30169, 2.93543], [-2.64478, -3.39588, 1.25727], [-0.32128, 2.52808, 0.95598], [-1.11930, 1.62396, 0.31680], [-1.60172, 2.21442, -0.78897], [-2.36933, 1.42287, 1.21711], [-3.03453, 2.56335, 1.31835], [-3.18364, 0.48978, 0.72479], [-2.02836, 1.04561, 2.46317], [3.49182, -2.80848, -3.75561], [3.56156, -1.47616, -4.13691], [2.53606, -0.60531, -3.80343], [1.41520, -1.05804, -3.10977], [1.35806, -2.39916, -2.74062], [2.38368, -3.27328, -3.05921], [0.02369, 0.19044, -2.58209], [-1.70868, -0.51128, -3.19358], [-2.87828, -0.74098, -2.48060], [-4.01501, -1.23518, -3.10637], [-4.00014, -1.50624, -4.46531], [-2.84251, -1.27994, -5.19695], [-1.71130, -0.79052, -4.56539], [0.11304, 2.02589, -3.24968], [1.17046, 2.92545, -3.10878], [1.06745, 4.22317, -3.58460], [-0.09708, 4.65923, -4.19703], [-1.15996, 3.78104, -4.34412], [-1.05694, 2.48703, -3.86276], [4.29727, -3.48596, -4.00631], [4.41810, -1.11637, -4.69089], [2.60210, 0.43563, -4.09831], [0.48138, -2.78342, -2.22814], [2.32062, -4.31516, -2.77571], [-2.93256, -0.51527, -1.42462], [-4.91800, -1.39919, -2.53309], [-4.88589, -1.88783, -4.95490], [-2.82092, -1.48668, -6.25855], [-0.81290, -0.63270, -5.15416], [2.09698, 2.61680, -2.65769], [1.90565, 4.89812, -3.47436], [-0.17600, 5.67576, -4.55871], [-2.07144, 4.10543, -4.82745], [-1.90389, 1.82296, -3.98102], [4.37312, -2.10220, -0.23648], [4.46323, -0.34768, -0.01218], [4.97939, 0.09664, 1.61859], [3.09700, 0.24482, -0.32445], [2.91401, 0.91637, -1.30866], [2.15984, -0.04917, 0.54211], [5.18706, 0.04166, -0.71944]]
}


{
  "formula": "C23H21F2N2",
  "method": "ωB97M-V/def2-TZVPD",
  "charge": 1,
  "multiplicity": 1,
  "lumo_ev": -5.40,
  "species": ["F", "C", "C", "C", "C", "C", "C", "C", "C", "C", "F", "C", "C", "C", "C", "H", "H", "H", "H", "H", "H", "H", "H", "H", "C", "C", "C", "C", "C", "N", "C", "C", "C", "N", "C", "C", "H", "H", "H", "H", "H", "H", "H", "H", "H", "H", "H", "H"],
  "coordinates": [[-5.12076, 0.78261, 1.67954], [-3.84130, 0.29885, 1.77675], [-3.66223, -1.07258, 1.96898], [-2.38795, -1.51820, 2.28190], [-1.27162, -0.62321, 2.33565], [-0.01649, -1.14662, 2.74206], [1.27753, -0.61855, 2.43877], [2.33371, -1.51826, 2.09121], [3.63266, -1.09325, 1.89052], [3.86626, 0.28364, 1.87209], [5.16446, 0.71990, 1.76991], [2.86218, 1.21522, 2.10569], [1.61379, 0.75808, 2.50916], [-1.50094, 0.72802, 1.95013], [-2.79250, 1.21348, 1.78485], [-4.50780, -1.75160, 1.92204], [-2.21355, -2.58256, 2.44490], [-0.06109, -2.12106, 3.21729], [2.10568, -2.58199, 2.00624], [4.45949, -1.79224, 1.77849], [3.07315, 2.28251, 2.04776], [0.87220, 1.45751, 2.90252], [-0.65520, 1.38073, 1.76751], [-2.97263, 2.27794, 1.67042], [4.08651, -3.41942, 4.76070], [4.29745, -2.41434, 5.70862], [3.22363, -1.69533, 6.23157], [1.93130, -1.99408, 5.78572], [0.74302, -1.27630, 6.31305], [-0.32040, -1.15440, 5.56258], [-1.55509, -0.89354, 6.32343], [-1.41155, 0.12292, 7.44384], [-0.20971, -0.13431, 8.32762], [0.83975, -0.82440, 7.59661], [1.72181, -2.97945, 4.82696], [2.79346, -3.70335, 4.31654], [4.93147, -3.95748, 4.32716], [5.30757, -2.19022, 6.04263], [3.38331, -0.87731, 6.93268], [-2.27340, -0.58926, 5.55616], [-1.91354, -1.81716, 6.81145], [-1.36350, 1.13011, 7.01982], [-2.30263, 0.08435, 8.07133], [0.18901, 0.81042, 8.70416], [-0.48307, -0.75319, 9.19125], [1.66251, -1.11220, 8.11243], [0.71373, -3.13507, 4.46445], [2.61196, -4.46355, 3.56302]]
}


Q: Which formula does entry 3 have?
A: C23H21Cl2F5GeIrN3O2S